C20H29Cl3F12I2KLiN5NaO9PS | ωB97M-V/def2-TZVPD

electronic energy = -174532.557 eV
LUMO energy = -4.6 eV
frontier orbital gap = 0.2028 hartree
HOMO level = -10.146 eV

```
! wB97M-V def2-TZVPD RIJCOSX def2/J DEFGRID3
* xyz 1 1
C 5.915 -1.508 0.760
C 4.543 -1.751 0.218
O 4.224 -2.779 -0.284
N 3.602 -0.657 0.258
C 3.987 0.405 1.266
C 2.280 -0.962 0.629
N 2.039 -1.874 1.526
N 0.789 -1.993 1.896
I 0.251 -3.544 3.460
C -0.248 -1.334 1.499
C -0.053 -0.346 0.463
P -1.462 0.614 -0.171
O -1.000 2.093 -0.469
Cl -2.600 0.735 1.557
C 1.243 -0.206 0.035
I 1.689 1.094 -1.565
H 6.381 -0.622 0.334
H 5.906 -1.367 1.839
H 6.516 -2.380 0.539
H 4.220 -0.037 2.229
H 3.148 1.087 1.447
H 4.801 1.059 0.924
H -1.219 -1.510 1.940
H -0.213 2.432 0.051
C -0.155 1.250 -5.195
O 0.690 2.128 -5.221
N -0.855 0.969 -4.050
N -0.463 0.491 -6.286
H -1.554 0.255 -3.992
H -0.638 1.517 -3.239
H 0.040 0.679 -7.133
H -1.154 -0.234 -6.282
F 1.774 -1.696 -1.916
C 3.886 4.835 -7.208
C 2.613 4.063 -7.472
O 2.223 4.158 -8.862
C 2.841 3.342 -9.694
O 3.682 2.535 -9.437
C 2.276 3.537 -11.121
F 2.160 4.830 -11.424
F 1.061 2.975 -11.198
F 3.067 2.959 -12.013
H 3.776 5.872 -7.527
H 4.117 4.816 -6.144
H 4.725 4.407 -7.754
H 1.783 4.483 -6.911
H 2.705 3.018 -7.185
Cl 1.817 3.125 0.748
O -6.468 -2.971 -0.006
S -5.580 -2.608 1.048
O -4.164 -2.906 0.845
O -6.050 -3.252 2.394
C -6.341 -4.679 2.440
C -5.084 -5.517 2.455
C -5.751 -0.934 1.508
H -6.997 -4.938 1.610
H -6.903 -4.820 3.358
H -4.565 -5.409 1.501
H -5.325 -6.568 2.603
H -4.406 -5.194 3.243
H -6.808 -0.740 1.666
H -5.365 -0.331 0.688
H -5.172 -0.755 2.410
K -0.388 -2.416 -0.900
Na -3.032 -4.627 -0.163
C -1.850 0.705 7.323
C -1.012 -0.497 7.789
C 0.391 -0.235 8.346
F 1.187 0.318 7.411
F 0.928 -1.419 8.713
F -0.944 -1.412 6.795
F -1.708 -1.061 8.816
O -1.883 0.974 5.935
C -0.965 1.765 5.309
C -0.178 0.975 4.258
F 0.485 -0.053 4.830
F 0.725 1.784 3.670
F -0.149 2.388 6.170
F -1.647 2.718 4.633
H -2.874 0.426 7.562
H -1.632 1.599 7.906
H 0.343 0.418 9.221
H -0.860 0.579 3.503
Cl 1.308 -4.655 1.155
Li 3.584 2.386 0.089
*
```

C4H5Br | ωB97M-V/def2-TZVPD

electronic energy = -74268.441 eV
relative energy (zero: lowest compared OMol25 entry of this formula, charge and spin) = 146.7 kJ/mol
SMILES string = C#CC=C.Br
LUMO energy = 0.8 eV
frontier orbital gap = 0.3695 hartree
HOMO level = -9.295 eV

```
! wB97M-V def2-TZVPD RIJCOSX def2/J DEFGRID3
* xyz 0 1
C 0.642 0.152 0.302
C 1.922 -0.397 -0.078
C -0.082 1.210 -0.196
C 2.958 -0.967 -0.279
Br -4.383 -0.140 -0.007
H 0.253 -0.422 1.023
H 0.361 1.711 -1.052
H -1.091 1.475 0.069
H -4.375 -1.170 0.908
H 3.794 -1.454 -0.690
*
```

C2H3F2NO2 | ωB97M-V/def2-TZVPD

electronic energy = -13137.464 eV
relative energy (zero: lowest compared OMol25 entry of this formula, charge and spin) = 372.0 kJ/mol
LUMO energy = -1.7 eV
frontier orbital gap = 0.3844 hartree
HOMO level = -12.157 eV

```
! wB97M-V def2-TZVPD RIJCOSX def2/J DEFGRID3
* xyz 0 1
C -1.159 0.267 0.437
C 0.116 0.209 -0.377
N 1.165 -0.859 -0.137
O 1.263 -1.323 0.971
O 1.854 -1.128 -1.065
F 0.004 0.518 -1.594
F 1.320 1.652 0.138
H -1.211 -0.557 1.151
H -1.440 1.210 0.847
H -1.913 0.009 -0.370
*
```

C8H14AgClO6 | ωB97M-V/def2-TZVPD

electronic energy = -37321.902 eV
LUMO energy (alpha / beta) = 4.6 / 4.6 eV
frontier orbital gap (alpha / beta) = 0.1907 / 0.1760 hartree
HOMO level (alpha / beta) = -0.579 / -0.181 eV
⟨S²⟩ = 2.03

```
! wB97M-V def2-TZVPD RIJCOSX def2/J DEFGRID3
* xyz -2 3
Ag 14.087 15.679 0.658
Cl 14.418 16.786 3.133
O 16.014 14.445 1.241
C 15.473 13.078 1.191
C 14.021 12.773 1.698
O 12.980 13.685 1.370
H 16.212 12.454 1.694
H 15.495 12.871 0.121
H 13.954 12.548 2.762
H 13.785 11.813 1.238
O 15.341 16.622 -0.994
C 14.535 16.595 -2.183
C 13.374 15.539 -2.444
O 12.644 15.108 -1.291
H 15.215 16.531 -3.032
H 14.157 17.614 -2.261
H 13.641 14.565 -2.853
H 12.693 16.004 -3.157
O 12.287 17.258 0.734
C 11.938 18.472 0.948
O 11.869 19.451 0.050
C 11.482 20.826 0.581
C 11.318 20.539 2.085
C 11.344 18.997 2.255
H 10.489 21.070 0.204
H 12.165 21.654 0.387
H 10.465 20.943 2.631
H 12.199 20.991 2.541
H 10.279 18.766 2.246
H 11.933 18.588 3.076
*
```

C33H32BrF3KN5O4S2 | ωB97M-V/def2-TZVPD

electronic energy = -166571.645 eV
relative energy (zero: lowest compared OMol25 entry of this formula, charge and spin) = 0.0 kJ/mol
LUMO energy = 3.9 eV
frontier orbital gap = 0.2272 hartree
HOMO level = -2.271 eV

```
! wB97M-V def2-TZVPD RIJCOSX def2/J DEFGRID3
* xyz -2 1
K 15.901 9.788 14.080
O 15.639 7.738 10.880
C 16.447 7.478 9.909
C 16.093 6.596 8.857
C 16.920 6.345 7.788
C 18.178 6.913 7.704
C 18.571 7.777 8.736
C 17.755 8.058 9.820
C 18.249 8.979 10.932
O 17.201 9.496 11.676
N 19.188 8.175 11.798
N 19.415 8.544 13.027
C 20.279 7.995 13.769
C 20.286 8.265 15.211
Br 18.586 8.594 15.997
C 21.387 8.173 15.958
C 21.550 8.305 17.417
C 20.928 9.249 18.242
C 21.139 9.293 19.616
C 21.998 8.375 20.199
C 22.700 7.461 19.400
C 22.449 7.425 18.033
H 16.422 8.816 11.497
H 15.116 6.150 8.879
H 16.580 5.645 7.020
H 18.823 6.718 6.846
H 19.538 8.274 8.649
H 18.826 9.815 10.540
H 19.711 7.401 11.356
H 20.917 7.172 13.424
H 22.296 7.945 15.389
H 20.273 9.993 17.798
H 20.659 10.058 20.215
H 22.237 8.459 21.252
H 23.432 6.798 19.813
H 23.029 6.744 17.422
O 16.825 12.416 15.024
N 16.793 13.625 14.594
C 17.628 14.551 15.117
C 17.602 15.872 14.757
C 16.718 16.283 13.750
C 15.934 15.329 13.179
C 15.957 13.973 13.572
S 15.116 12.740 12.727
H 18.304 14.152 15.877
H 18.303 16.537 15.230
H 16.641 17.291 13.390
H 15.233 15.593 12.383
C 11.361 8.979 9.569
C 12.248 10.201 9.794
C 13.330 9.931 10.837
N 12.885 10.264 12.180
C 12.443 9.364 13.088
S 12.301 7.730 12.897
N 12.115 9.980 14.317
C 11.421 11.133 14.559
O 11.481 11.704 15.626
C 10.475 11.609 13.487
C 10.297 12.974 13.352
C 9.405 13.472 12.397
C 8.682 12.613 11.584
C 8.845 11.248 11.758
C 9.718 10.753 12.700
H 10.652 9.163 8.753
H 10.823 8.726 10.482
H 12.008 8.111 9.317
H 11.613 11.054 10.090
H 12.743 10.432 8.843
H 14.225 10.519 10.658
H 13.644 8.862 10.824
H 13.176 11.177 12.526
H 12.485 9.544 15.154
H 10.905 13.631 13.948
H 9.264 14.537 12.323
H 7.999 13.014 10.858
H 8.296 10.560 11.137
H 9.827 9.689 12.807
F 13.268 8.659 16.606
C 14.714 8.627 16.592
F 15.027 9.158 17.842
F 14.970 7.280 16.800
*
```

C5H8S2 | ωB97M-V/def2-TZVPD

electronic energy = -26982.971 eV
relative energy (zero: lowest compared OMol25 entry of this formula, charge and spin) = 210.9 kJ/mol
SMILES string = C/C=C\C(=S)SC
LUMO energy = -0.2 eV
frontier orbital gap = 0.3057 hartree
HOMO level = -8.554 eV

```
! wB97M-V def2-TZVPD RIJCOSX def2/J DEFGRID3
* xyz 0 1
C -0.267 2.142 0.320
C 1.718 0.049 0.148
C 0.638 -0.747 0.834
C -0.450 -1.365 0.410
C -0.971 -1.349 -1.018
H -0.488 1.609 1.280
H -1.320 2.057 -0.361
H -0.208 3.176 0.333
H 0.948 -0.680 1.879
H -0.975 -1.922 1.077
H -0.193 -0.672 -1.533
H -1.907 -0.837 -1.225
H -1.007 -2.416 -1.430
S 1.280 1.556 -0.507
S 3.202 -0.601 -0.205
*
```

C4H11N7O | ωB97M-V/def2-TZVPD

electronic energy = -16801.013 eV
relative energy (zero: lowest compared OMol25 entry of this formula, charge and spin) = 57.7 kJ/mol
SMILES string = [H]/N=C(/C#N)NO.[H]/N=C(\N)NNC
LUMO energy = 0.3 eV
frontier orbital gap = 0.3534 hartree
HOMO level = -9.324 eV

```
! wB97M-V def2-TZVPD RIJCOSX def2/J DEFGRID3
* xyz 0 1
C -3.307 -0.338 -0.046
C -4.108 0.873 0.204
C 2.109 2.536 0.079
C 1.635 -1.012 -0.022
H -0.506 -1.338 -1.125
H -1.479 0.550 -0.117
H -3.354 -2.201 -0.095
H 3.062 2.444 0.615
H 1.305 2.756 0.806
H 2.182 3.391 -0.582
H 0.993 1.357 -1.211
H 1.486 0.548 1.237
H 1.644 -2.799 1.006
H 2.161 -1.445 1.905
H 1.447 -2.490 -1.278
N -1.998 -0.170 -0.607
N -3.946 -1.415 0.167
N -4.742 1.834 0.090
N 1.888 1.311 -0.719
N 1.742 0.292 0.276
N 1.635 -1.797 1.128
N 1.414 -1.473 -1.232
O -1.263 -1.414 -0.481
*
```

C5H13ClIN2O5P2 | ωB97M-V/def2-TZVPD

electronic energy = -57811.884 eV
LUMO energy = 2.4 eV
frontier orbital gap = 0.2381 hartree
HOMO level = -4.060 eV

```
! wB97M-V def2-TZVPD RIJCOSX def2/J DEFGRID3
* xyz -1 1
N -4.537 -0.930 -0.391
C -3.691 -0.099 -0.849
C -2.559 0.489 -0.026
P -0.792 0.160 -0.714
O 0.862 -0.126 -1.224
C -1.201 0.867 -2.481
C -1.546 2.357 -2.534
O -0.703 3.124 -2.758
I -3.541 3.183 -2.263
P -0.211 -0.509 1.373
O 0.986 0.585 1.906
Cl 0.812 -2.353 1.245
H -5.170 -1.145 -1.170
H -3.826 0.216 -1.905
H -2.616 -0.027 0.956
H -2.748 1.555 0.211
H -1.160 -1.189 -1.105
H -0.408 1.503 -0.315
H 0.900 -0.811 -1.905
H -0.271 0.768 -3.067
H -1.942 0.243 -3.023
H 0.562 1.425 2.129
C 4.110 -1.018 2.526
N 5.418 -1.727 2.600
O 5.402 -2.942 2.623
O 6.420 -1.035 2.633
H 3.312 -1.753 2.503
H 4.029 -0.389 3.408
H 4.109 -0.423 1.617
*
```

C4H10S | ωB97M-V/def2-TZVPD

electronic energy = -15140.689 eV
relative energy (zero: lowest compared OMol25 entry of this formula, charge and spin) = 451.4 kJ/mol
LUMO energy = -1.3 eV
frontier orbital gap = 0.1838 hartree
HOMO level = -6.262 eV

```
! wB97M-V def2-TZVPD RIJCOSX def2/J DEFGRID3
* xyz 0 1
C -1.571 -0.404 0.975
C -1.093 0.804 -0.395
C -1.462 -0.507 -0.612
S 1.559 -1.018 0.022
C 2.842 0.271 -0.298
H -1.515 -1.443 1.284
H -2.492 0.019 1.355
H -0.648 -0.006 1.464
H -1.825 1.602 -0.469
H -0.045 1.013 -0.185
H -0.656 -1.179 -0.872
H -2.390 -0.702 -1.145
H 2.498 1.238 0.062
H 3.033 0.356 -1.363
H 3.765 -0.044 0.178
*
```

H36O18 | ωB97M-V/def2-TZVPD

electronic energy = -37439.405 eV
relative energy (zero: lowest compared OMol25 entry of this formula, charge and spin) = 299.7 kJ/mol
LUMO energy = 0.0 eV
frontier orbital gap = 0.3673 hartree
HOMO level = -10.023 eV

```
! wB97M-V def2-TZVPD RIJCOSX def2/J DEFGRID3
* xyz 0 1
O 0.008 0.533 -1.646
H -0.490 1.352 -1.408
H 0.775 0.929 -2.097
O 2.068 -0.921 1.626
H 1.226 -0.590 1.292
H 2.553 -0.192 1.187
O -3.807 2.551 -0.745
H -4.301 1.735 -0.891
H -3.484 2.760 0.102
O -4.627 0.132 -0.378
H -4.090 -0.532 0.024
H -4.785 -0.374 -1.248
O 1.280 -5.854 0.500
H 0.641 -5.355 1.064
H 2.133 -5.783 0.921
O 1.637 1.759 -4.532
H 1.309 2.512 -4.079
H 0.865 1.573 -5.075
O -0.367 -0.635 0.766
H -0.122 -0.143 -0.084
H -1.290 -0.616 0.796
O 3.196 -0.024 -2.757
H 3.160 -0.970 -2.821
H 3.198 0.502 -3.552
O -0.050 2.660 1.589
H 0.676 2.292 2.039
H -0.872 2.663 2.074
O -1.101 -4.414 -2.454
H -0.217 -4.398 -2.063
H -1.674 -4.597 -1.692
O -3.129 3.009 2.417
H -3.434 2.659 3.252
H -3.132 3.990 2.753
O -1.480 2.850 -1.853
H -1.245 3.603 -1.306
H -2.379 2.598 -1.680
O 1.028 -4.066 2.373
H 1.022 -4.046 3.346
H 1.385 -3.229 2.165
O 4.364 -0.801 3.632
H 5.076 -1.207 4.098
H 4.288 -1.129 2.753
O 1.554 2.438 -0.697
H 0.801 2.767 -0.149
H 1.925 3.337 -0.959
O 3.520 1.238 0.413
H 3.900 0.945 -0.456
H 2.693 1.720 0.180
O -5.098 -1.904 -2.174
H -5.246 -1.777 -3.102
H -5.288 -2.758 -1.824
O 1.633 0.680 3.603
H 1.268 0.086 2.954
H 2.529 0.441 3.802
*
```

C33H57N4OP2Sn | ωB97M-V/def2-TZVPD

electronic energy = -67553.775 eV
relative energy (zero: lowest compared OMol25 entry of this formula, charge and spin) = 165.8 kJ/mol
LUMO energy = -2.5 eV
frontier orbital gap = 0.2105 hartree
HOMO level = -8.250 eV

```
! wB97M-V def2-TZVPD RIJCOSX def2/J DEFGRID3
* xyz 1 1
C 2.424 -1.270 -1.077
C 1.686 0.735 -2.019
C 3.313 -1.442 -2.127
C 2.252 0.385 -3.250
C 3.188 -0.619 -3.242
H 4.039 -2.253 -2.102
H 2.106 1.109 -4.035
H 3.820 -0.739 -4.098
N 1.623 -0.212 -1.025
P 0.773 -2.575 0.842
P 0.377 2.431 -0.277
C 2.412 -2.369 0.019
H 2.697 -3.366 -0.386
H 3.183 -2.180 0.793
C 1.228 2.073 -1.780
H 0.702 2.477 -2.610
C -1.386 3.398 -0.193
C 1.878 3.601 -0.008
C -0.200 -3.707 -0.331
C 1.124 -3.385 2.510
C -2.487 2.554 0.473
H -2.238 2.309 1.516
H -3.428 3.143 0.490
H -2.668 1.615 -0.061
C -1.263 4.694 0.610
H -0.974 4.482 1.650
H -0.562 5.407 0.164
H -2.255 5.182 0.645
C -1.785 3.666 -1.636
H -2.725 4.243 -1.665
H -1.030 4.211 -2.212
H -2.013 2.716 -2.134
C 1.890 4.143 1.409
H 1.733 3.341 2.144
H 2.892 4.576 1.567
H 1.135 4.931 1.551
C 3.166 2.766 -0.229
H 3.145 1.851 0.379
H 3.289 2.485 -1.290
H 4.048 3.388 -0.016
C 1.742 4.679 -1.099
H 1.352 4.279 -2.047
H 1.101 5.531 -0.819
H 2.755 5.038 -1.347
C -0.224 -3.739 3.157
H -0.039 -4.096 4.181
H -0.875 -2.855 3.226
H -0.765 -4.530 2.622
C 1.847 -2.364 3.405
H 2.828 -2.085 3.013
H 1.246 -1.456 3.570
H 2.005 -2.833 4.389
C 2.041 -4.613 2.371
H 2.936 -4.397 1.779
H 2.372 -4.906 3.378
H 1.533 -5.485 1.935
C 0.099 -3.284 -1.776
H 1.123 -3.541 -2.087
H -0.592 -3.799 -2.456
H -0.051 -2.206 -1.899
C -1.693 -3.475 -0.049
H -1.963 -2.437 -0.248
H -2.286 -4.123 -0.710
H -1.967 -3.715 0.994
C 0.163 -5.188 -0.169
H 1.237 -5.378 -0.298
H -0.170 -5.610 0.791
H -0.359 -5.758 -0.955
Sn 0.295 -0.020 0.910
C 2.369 0.751 2.404
O 3.403 0.720 2.901
N -1.470 -0.327 -0.832
C -2.034 -0.401 -1.900
C -2.243 0.035 -3.350
C -1.481 1.186 -4.102
C -1.729 -1.257 -4.033
C -3.757 0.377 -3.328
H -1.647 2.216 -3.785
H -0.400 1.053 -4.234
H -1.850 1.228 -5.149
H -1.999 -2.153 -3.447
H -2.051 -1.415 -5.073
H -0.622 -1.203 -4.023
H -4.108 1.037 -4.142
H -4.310 -0.573 -3.298
H -4.040 0.923 -2.403
C -0.514 1.797 3.876
C -1.517 0.756 3.595
N -1.647 -0.030 2.524
C -2.778 -0.827 2.752
C -3.298 -0.517 3.990
N -2.474 0.478 4.493
H -0.513 1.976 4.964
H 0.501 1.484 3.575
H -0.776 2.747 3.375
H -3.126 -1.536 2.028
H -4.135 -0.908 4.514
H -2.553 0.951 5.390
*
```